1.
ORCA calculation (wB97M-V/def2-TZVPD) on a cluster of 9 separate species, C9H36O9 in total.

Each line ends with the Löwdin charge.
Element x y z (Å)
C1 -3.0620 1.0371 1.5810  -0.18
O1 -2.0090 1.7941 2.1220  -0.16
H1 -3.6450 0.6391 2.4080  0.07
H2 -2.6780 0.1561 0.8410  0.10
H3 -3.7380 1.6311 1.0830  0.04
H4 -1.1320 1.4911 1.7050  0.06
C2 2.2030 -4.2559 0.4970  -0.16
O2 0.9960 -5.0199 0.3590  -0.16
H5 2.1180 -3.4989 -0.2090  0.03
H6 3.0130 -4.9979 0.0660  0.11
H7 2.4110 -3.8289 1.6370  0.12
H8 1.2940 -5.8719 0.0010  0.07
C3 -0.4280 4.1921 0.1640  -0.15
O3 -0.5920 4.3151 -1.3420  -0.24
H9 0.2900 3.4571 0.4930  0.02
H10 -1.4130 4.2801 0.6900  0.07
H11 0.2810 5.2721 0.3980  0.14
H12 0.4140 3.8281 -1.5110  0.16
C4 1.2790 -1.8089 3.4020  -0.06
O4 0.3550 -0.5949 3.3630  -0.16
H13 1.9540 -1.4429 2.6510  0.07
H14 1.0110 -2.8489 3.4610  0.07
H15 1.5850 -1.6049 4.4140  0.07
H16 0.1910 -0.3589 4.2970  0.09
C5 3.1460 0.9331 -3.2990  -0.15
O5 3.9030 0.4851 -4.4370  -0.10
H17 3.7180 0.8351 -2.2770  0.09
H18 2.4110 0.2791 -3.2530  -0.01
H19 2.6000 1.9951 -3.2070  0.13
H20 3.7860 -0.4189 -4.6440  0.05
C6 -4.3740 -2.1719 0.1850  -0.20
O6 -3.3280 -2.4539 1.1100  -0.18
H21 -4.9370 -1.1879 0.1810  0.08
H22 -5.0460 -2.8949 0.0770  0.01
H23 -3.9860 -2.0529 -0.9730  0.11
H24 -2.4650 -2.8619 0.5220  0.19
C7 3.7450 2.2201 0.3340  -0.09
O7 4.2710 3.2331 -0.7230  -0.19
H25 4.2660 1.2911 0.2530  0.04
H26 2.5460 1.9791 0.1580  0.11
H27 3.7850 2.7351 1.3260  0.07
H28 5.2250 3.3761 -0.6820  0.06
C8 0.2200 -0.4289 -0.0820  -0.19
O8 0.1990 0.6201 0.7670  -0.11
H29 0.5010 -0.4009 -1.1220  0.09
H30 -0.7630 -0.7639 -0.3710  0.05
H31 0.3660 -1.3969 0.3560  0.07
H32 0.3270 0.3321 1.6930  0.06
C9 -3.3580 0.3431 -2.1080  -0.19
O9 -3.1980 -0.7219 -3.0620  -0.21
H33 -3.2240 1.2211 -2.5770  0.01
H34 -2.5470 0.7801 -1.3330  0.13
H35 -4.4250 0.3061 -1.7970  0.09
H36 -4.0620 -1.1729 -3.5860  0.19

Results
Energy above the lowest of the compared OMol25 structures with the same formula, charge and spin   325.63 kcal per mole
Total charge   0
SMILES string   CO.CO.CO.CO.CO.CO.CO.CO.CO
Frontier orbital gap   9.714 eV

2.
ORCA calculation (wB97M-V/def2-TZVPD) on a cluster of 9 separate species, C9H36O9 in total.

Each line ends with the Löwdin charge.
Element x y z (Å)
C1 -4.3293 0.4425 0.4828  -0.14
O1 -3.4729 -0.4011 1.2843  -0.13
H1 -5.3732 0.1736 0.6439  0.08
H2 -4.1348 1.4804 0.7533  0.09
H3 -4.2263 0.2463 -0.5845  0.04
H4 -2.6786 0.1381 1.2761  0.03
C2 2.8628 1.8945 3.7602  -0.18
O2 2.7235 1.4235 2.4622  -0.14
H5 2.2456 1.3589 4.4815  0.07
H6 3.9105 1.6456 3.9291  0.08
H7 2.7109 2.9685 3.8680  0.08
H8 2.4746 0.5068 2.6010  0.02
C3 0.3579 -0.1304 0.5067  -0.15
O3 -0.8323 0.3375 -0.0559  -0.12
H9 0.2734 0.0339 1.5809  0.07
H10 0.4806 -1.1872 0.2695  0.08
H11 1.2170 0.4960 0.2664  0.07
H12 -0.6850 0.4735 -0.9948  0.04
C4 3.6239 -0.3434 -1.1816  -0.18
O4 3.3300 0.8642 -1.8489  -0.10
H13 2.9336 -1.1659 -1.3689  0.08
H14 4.6099 -0.7952 -1.2904  0.07
H15 3.7438 -0.1959 -0.1083  0.07
H16 3.7325 1.5671 -1.3335  0.09
C5 -3.0510 2.9734 -1.9067  -0.17
O5 -4.3955 2.7273 -2.1500  -0.12
H17 -3.1089 3.9496 -1.4252  0.09
H18 -2.6063 2.1348 -1.3708  0.06
H19 -2.4492 3.0805 -2.8092  0.07
H20 -4.4320 1.9830 -2.7553  0.05
C6 0.6448 -1.2348 4.1219  -0.16
O6 1.9117 -1.0809 3.5671  -0.14
H21 0.0944 -1.9195 3.4767  0.08
H22 0.6597 -1.8214 5.0405  0.08
H23 0.0895 -0.3086 4.2698  0.09
H24 2.3063 -1.9434 3.4187  0.04
C7 3.0465 -3.9192 1.5534  -0.11
O7 2.9882 -3.6659 2.9586  -0.14
H25 2.5442 -4.8763 1.4124  0.09
H26 2.4137 -3.0957 1.2227  0.07
H27 4.0660 -3.9215 1.1678  0.08
H28 2.9060 -4.5666 3.2806  0.08
C8 0.2515 1.4415 -4.2997  -0.09
O8 0.2809 1.3644 -2.8158  -0.15
H29 -0.7626 1.3051 -4.6753  0.06
H30 0.6177 2.3994 -4.6690  0.07
H31 0.8625 0.6181 -4.6696  0.08
H32 1.1370 1.1484 -2.4389  0.03
C9 -3.2643 -0.7359 -3.1284  -0.17
O9 -4.5461 -0.2529 -3.3927  -0.10
H33 -2.8951 -0.6486 -2.1066  0.06
H34 -3.1560 -1.8027 -3.3240  0.09
H35 -2.5215 -0.1583 -3.6787  0.07
H36 -5.1304 -1.0052 -3.2733  0.09

Results
Energy above the lowest of the compared OMol25 structures with the same formula, charge and spin   135.71 kcal per mole
Total charge   0
SMILES string   CO.CO.CO.CO.CO.CO.CO.CO.CO
Frontier orbital gap   9.915 eV

3.
ORCA calculation (wB97M-V/def2-TZVPD) on a cluster of 14 separate species, C9H39BrN2O13S in total.

Each line ends with the Löwdin charge.
Element x y z (Å)
C1 -2.3175 -1.2976 -1.9807  -0.14
C2 -1.1787 -1.7912 -2.8696  -0.53
S1 0.3360 -2.1256 -1.9259  0.92
C3 0.7389 -0.4607 -1.3658  -0.44
C4 2.0830 -0.4219 -0.6170  -0.38
C5 2.3759 -1.6783 0.0605  -0.30
N1 2.6725 -2.7340 0.4433  0.21
C6 2.0756 0.7371 0.4163  -0.75
Br1 3.8678 0.8086 1.1817  0.89
C7 1.1570 0.3444 1.4653  -0.25
N2 0.3959 -0.0751 2.2407  0.24
C8 1.6531 2.0363 -0.2750  -0.24
C9 2.0588 3.3243 0.4295  -0.10
H1 -2.0219 -0.4607 -1.3742  0.03
H2 -2.6398 -2.1154 -1.3469  0.07
H3 -3.1459 -1.0178 -2.6181  0.08
H4 -1.5104 -2.6628 -3.4079  0.05
H5 -0.9866 -1.0212 -3.6034  0.06
H6 -0.0668 -0.0896 -0.7468  0.07
H7 0.8089 0.2194 -2.2041  0.09
H8 2.8502 -0.2191 -1.3467  0.14
H9 0.5701 2.0282 -0.2935  0.11
H10 1.9484 2.0290 -1.3124  0.12
H11 1.3760 3.5350 1.2399  0.08
H12 3.0890 3.3450 0.7464  0.03
H13 1.9386 4.1309 -0.2832  0.08
O1 -0.6147 -2.5637 -5.6854  -0.05
H14 0.1629 -2.7172 -5.1370  0.04
H15 -0.2855 -2.0289 -6.4140  0.04
O2 2.1792 2.0763 4.2035  -0.07
H16 2.1573 1.5872 5.0390  0.03
H17 1.5592 1.6008 3.6424  0.00
O3 -0.2681 -2.6435 4.7071  -0.06
H18 0.5169 -2.7554 5.2505  0.04
H19 0.0403 -2.1083 3.9681  0.00
O4 -2.0976 2.0720 -1.7379  -0.07
H20 -2.7305 2.7414 -2.0375  0.00
H21 -2.0062 2.2483 -0.7977  0.03
O5 1.8188 0.9798 7.3396  -0.07
H22 2.2158 1.8418 7.5104  0.00
H23 1.6054 0.6508 8.2139  0.02
O6 -0.9346 -5.2626 -2.6151  -0.05
H24 -0.5543 -4.3849 -2.5187  -0.04
H25 -1.1349 -5.5346 -1.7133  0.06
O7 -1.0774 -7.0838 -5.0337  -0.07
H26 -1.7296 -6.4496 -5.3491  0.00
H27 -1.0008 -6.8934 -4.0925  -0.01
O8 -1.1686 -3.5098 1.8435  -0.07
H28 -0.7736 -2.6371 1.9172  -0.01
H29 -1.3520 -3.7583 2.7565  0.02
O9 -2.2757 -5.3966 -7.4109  -0.04
H30 -2.0131 -4.4716 -7.3720  0.02
H31 -2.2416 -5.6233 -8.3437  0.04
O10 3.3743 3.6819 6.2470  -0.05
H32 2.8954 3.3567 5.4720  -0.01
H33 4.2994 3.6166 5.9973  0.04
O11 -3.5361 4.5884 -2.2040  -0.05
H34 -3.0145 5.1866 -2.7574  0.02
H35 -4.4464 4.7780 -2.4447  0.05
O12 -2.9290 7.2631 -3.2791  -0.05
H36 -2.4018 7.8460 -3.8338  0.05
H37 -3.8377 7.4647 -3.5227  0.05
O13 1.3464 2.3633 9.6227  -0.05
H38 0.7043 3.0236 9.3438  0.05
H39 1.4208 2.4880 10.5737  0.05

Results
Total charge   0
Frontier orbital gap   9.000 eV

4.
ORCA calculation (wB97M-V/def2-TZVPD) on a structure of composition C9H4N10O4W.

Each line ends with the Löwdin charge.
Element x y z (Å)
W1 -0.5542 0.0000 -0.0845  2.05
O1 1.5797 -0.0001 -3.4999  0.30
C1 1.3499 -0.0001 -2.3584  -0.38
O2 0.0516 0.0000 -1.8180  -0.18
C2 2.2951 0.0000 -1.1893  -0.12
C3 3.6614 0.0001 -1.2028  0.10
C4 4.3233 0.0000 0.0254  0.08
C5 3.6062 0.0001 1.2241  0.10
C6 2.2433 0.0000 1.1468  -0.13
N1 1.6249 0.0000 -0.0342  0.01
C7 1.2528 0.0000 2.2766  -0.37
O3 1.4215 0.0000 3.4270  0.30
O4 -0.0324 0.0000 1.6688  -0.19
H1 4.2039 0.0001 -2.1399  0.16
H2 5.4046 -0.0001 0.0482  0.15
H3 4.1087 0.0000 2.1828  0.16
N2 -3.9517 0.0000 0.0013  0.23
C8 -3.3285 -1.1934 -0.0410  -0.35
N3 -3.8925 -2.3710 0.0971  0.16
N4 -2.8950 -3.2308 0.1349  0.06
N5 -1.7403 -2.6834 0.0018  0.05
N6 -1.9577 -1.2892 -0.1252  -0.17
C9 -3.3285 1.1934 -0.0410  -0.35
N7 -3.8925 2.3710 0.0972  0.16
N8 -2.8950 3.2308 0.1350  0.06
N9 -1.7402 2.6833 0.0018  0.05
N10 -1.9577 1.2891 -0.1253  -0.17
H4 -4.9606 0.0000 0.1908  0.22

Results
Energy above the lowest of the compared OMol25 structures with the same formula, charge and spin   1.12 kcal per mole
Total charge   +2
Frontier orbital gap (spin up / spin down)   5.772 / 4.361 eV